(1)
ORCA calculation (ωB97M-V with the def2-TZVPD basis set) on a 7-piece molecular cluster, C53H95Cl4N4O14 overall in a non-equilibrium geometry.

The LUMO energy comes out at -4.10 eV. The total charge is +1. The calculation puts the HOMO-LUMO gap at 6.0936 eV. For the electronic energy, the calculation gives -141190.18349 eV. The HOMO energy comes out at -10.190 eV.

Each line ends with the Mulliken charge.
Atoms and positions in Å:
H -0.4761 -2.7596 1.2494  0.56
H -5.6382 3.1542 0.9757  0.13
C -0.3895 -0.1174 2.1980  -0.90
C -2.3978 0.2208 4.4784  -0.64
H 2.8370 6.4120 -3.5119  0.41
H 0.4539 5.6093 -5.4936  0.16
C -0.4918 7.5214 -9.4861  -1.27
H 1.2402 7.1050 -3.3186  0.08
O 4.1355 -6.4500 3.7758  -0.60
H -5.8877 -2.3311 -1.0172  0.29
H -2.8280 -4.5790 1.9748  0.38
C 4.7616 -7.9059 7.8341  -1.11
C -1.3760 -2.6850 2.0279  -0.34
H -2.0153 1.2866 4.1006  0.31
H 5.2326 6.9737 -6.0004  0.32
C -6.7243 -0.0950 0.2465  0.43
H 5.1569 8.4748 -5.0394  0.26
H 0.5188 7.8532 -9.7361  0.29
H -8.1937 1.6683 0.7165  0.25
H -3.8986 2.6746 1.7799  -0.36
C 1.8556 2.5833 3.7956  0.77
C -1.9340 2.4990 -5.0245  -0.98
H 2.1748 2.6866 -3.3579  0.04
H -2.0321 1.4904 -5.4363  0.32
H -1.1122 3.7036 -10.2831  0.33
C 3.2903 7.7950 -5.7965  0.81
H -2.3899 -0.9029 7.6040  0.37
H -1.0349 7.2811 -10.3990  0.38
C 4.3587 -8.6554 4.6280  -1.08
H 1.9036 0.8076 -2.9619  0.16
H -3.1903 -1.7425 3.6930  0.52
C -3.8743 2.4991 -0.4921  -0.29
C -2.1461 -1.5172 6.6126  -0.94
O 3.1368 8.0685 -6.9869  -0.58
C 2.1288 -0.4272 -6.5523  -0.71
H 2.7666 8.0799 -1.6200  0.39
C 1.3622 -4.2983 4.6352  -1.16
H 0.1473 4.5272 -12.2582  0.37
C 2.1713 4.1644 4.1607  -1.07
H 3.4039 0.5083 -7.9955  0.31
H 4.6621 6.9052 -4.3524  0.33
C 3.3692 -0.4261 -7.4252  -0.51
H 5.3696 -7.0323 8.0917  0.33
H 5.4405 -8.8021 4.6722  0.27
H -2.3333 -3.8167 0.2930  0.24
H 2.3495 0.4987 4.7215  0.13
H 0.5693 -4.7746 5.3522  0.26
H -4.0505 5.3671 -0.0300  0.31
H -2.4395 -10.1207 7.5023  0.28
C -2.6278 -3.5782 1.4034  -0.99
C 2.2738 7.3448 -3.5901  -0.09
Cl -0.5582 0.8090 6.5285  -0.14
H -2.1560 3.1833 -5.8420  0.31
C 0.9613 1.5919 -0.3692  0.48
O 1.7291 -10.3199 7.8709  -0.56
H -2.6635 2.6353 -4.2226  0.12
C -0.4147 4.9648 -5.3204  -0.14
H 2.9094 -6.8322 7.8172  0.35
H -1.9847 1.3702 -0.6952  -0.18
C -1.4759 5.7539 -4.5775  -1.17
H -6.6889 1.5358 1.9894  0.13
C 3.3803 2.8123 1.4486  -0.48
H -2.9597 4.7986 1.5056  0.27
H -2.3574 5.1446 -4.3672  0.35
O -0.2481 6.6016 -7.3104  -0.51
O 0.0626 -9.2400 6.8327  -0.35
N -2.9577 1.3241 -0.2639  0.48
C 1.9371 2.3751 2.1494  0.09
H -4.5847 1.0100 3.0050  0.66
C 0.6257 -10.3644 7.3270  0.85
H 1.0410 -2.1087 3.8283  -0.39
H 2.0605 -1.3359 -5.9506  0.25
H 2.1842 9.3294 -2.7453  0.32
H -3.0968 -2.0510 6.1717  0.27
H -3.6186 -2.9200 1.4944  0.13
H 1.9748 -5.1528 4.0802  0.17
H 3.3698 -1.2350 -8.1595  0.39
H 3.9846 -9.0051 3.6613  0.31
H 0.7783 5.8858 -11.3088  0.28
Cl -5.1955 2.1879 -1.8048  -0.13
H -8.0596 0.2439 2.0622  0.28
O -7.3169 -0.1629 -0.9642  -0.55
H 0.1438 1.1386 -1.1102  -0.17
H -1.6479 5.3244 -10.6746  0.37
H 2.0860 4.2622 5.3240  0.38
O 3.7728 -6.6838 5.9748  -0.36
Cl -3.8227 0.6610 5.6528  -0.10
O -0.0040 1.7119 -3.8865  -0.60
O -0.4313 5.1167 -8.9785  -0.33
C 3.6200 2.6290 -0.1680  -0.79
C 0.7064 -3.2051 3.5968  0.29
C 5.1257 -1.5796 -6.1259  0.74
C -1.3761 -0.5439 5.4916  0.51
Cl -5.7043 -1.1629 3.3490  -0.12
H 3.4677 1.9797 5.3977  0.32
C 2.3947 2.0207 -1.0813  0.25
C -3.2419 0.1910 0.4562  -1.43
C 2.5523 1.7740 -2.7276  -0.59
H 3.8265 -2.9952 -5.2162  0.23
C -4.0410 4.8103 1.0000  -1.04
C -0.7880 4.7490 -10.3242  -0.46
H 0.7372 2.3117 4.0892  -0.29
O 0.0524 3.8590 -4.5253  -0.20
H -4.0692 -2.2468 -0.5718  0.15
H -1.1302 -10.0198 5.2934  0.35
H -1.0372 8.3442 -9.0148  0.32
C -1.1308 -9.2110 6.0276  -0.37
C -0.4095 6.3843 -8.5112  0.86
H 4.6385 2.8883 -0.7331  0.27
H 2.8326 -8.3184 6.8937  0.07
H 4.3044 3.2386 2.0725  0.25
H 0.1809 -0.2052 3.2065  -0.47
N -2.1734 -0.8451 0.6160  0.44
C 2.9077 1.5129 4.4550  -0.85
H 1.2264 -0.3493 -7.1657  0.37
C -0.9448 -3.3692 3.4225  -0.55
C -0.5513 2.6517 -4.4631  0.86
O 4.5626 -0.4551 -6.6202  -0.37
H -1.3351 -0.6956 0.0145  0.51
C -2.3712 -9.2120 6.9005  -1.00
H -1.3774 -2.3593 6.9672  0.29
H -0.7496 4.6286 -6.3043  0.33
H -0.5076 -1.1493 5.0240  -0.27
H 3.6352 -2.9193 -6.9876  0.32
H 0.5497 -12.4733 7.1388  0.31
C -4.3227 -0.0919 2.6231  -0.58
C -1.7608 -1.0547 2.0916  -0.22
C 2.7926 8.4232 -2.6582  -1.22
H -1.5479 -3.0760 4.3779  0.16
C 4.6601 7.5243 -5.2483  -0.99
H -0.6735 -11.7800 8.2367  0.29
C 4.0549 -7.1919 4.7549  0.90
N -5.4363 -0.8645 0.6095  -0.17
H 2.1414 -3.7107 5.2954  0.34
H 3.6682 1.4713 -2.9230  0.44
O 6.2291 -1.5351 -5.5820  -0.58
H 5.0497 -3.6884 -6.3141  0.31
H 3.8182 8.7076 -2.9027  0.30
C -7.4725 0.9587 1.3089  -0.71
H 1.2367 4.2466 -10.8793  0.30
H -1.7878 6.6243 -5.1618  0.36
C -0.1516 -11.6468 7.2862  -1.15
H 4.5359 -8.4602 8.7497  0.36
H -4.7496 5.3076 1.8143  0.34
N -4.5318 -0.0142 1.1437  1.64
H -2.3471 -8.3705 7.6007  0.31
C -2.9199 -0.6958 3.1799  0.18
H 0.3656 -0.5127 1.3614  0.78
H -0.8648 -11.7041 6.4653  0.37
H 1.1578 -3.4632 2.5234  0.39
H -4.8576 -0.8476 -1.5775  0.21
C 3.4826 -7.4760 7.1415  0.00
H 5.3758 -8.5383 7.1896  0.27
C 0.4086 4.8599 -11.2495  -0.99
O -0.6093 1.3045 1.9058  0.08
O 2.2373 7.8165 -4.9500  -0.31
C -4.4738 3.1993 0.8745  0.54
H -1.0913 6.0972 -3.6114  0.28
H -3.1982 3.3514 -0.9879  0.43
C -5.0452 -1.5639 -0.6582  -0.59
H -1.1011 -4.5478 3.3010  0.47
C 4.3484 -2.8620 -6.1667  -0.90
H 3.8739 -9.2733 5.3823  0.33
H 1.3234 4.8389 3.6649  0.28
H 2.1529 0.4143 -5.8521  0.16
H -1.0961 -8.2765 5.4574  0.29
C 0.6779 1.7381 1.2663  -0.04
H 3.2224 4.5318 3.7359  0.23
H -3.2736 -9.1341 6.2872  0.37
H 3.7700 1.1996 3.6913  0.29

Atoms 1-3, force components in eV/Å:
H -1.8236 0.1845 1.8429
H 2.3976 -0.4054 -0.3985
C 0.9264 -1.4957 -0.2094

(2)
ORCA calculation (ωB97M-V with the def2-TZVPD basis set) on a 2-piece molecular cluster, C9H14O7 overall in a non-equilibrium geometry.

The LUMO energy (alpha / beta) comes out at 0.01 / -2.01 eV. The calculation puts the HOMO-LUMO gap (alpha / beta) at 9.7517 / 7.7523 eV. For the electronic energy, the calculation gives -23881.57304 eV. The HOMO energy (alpha / beta) comes out at -9.743 / -9.763 eV.

Each line ends with the Mulliken charge.
Atoms and positions in Å:
H -2.8077 1.9128 0.3977  0.37
C -2.6794 0.8625 0.6570  -1.74
O -3.1589 0.1749 -4.6911  -0.26
H -3.1438 0.6911 1.6276  0.35
H -1.4210 -1.5474 0.0778  0.54
H 0.5984 -2.9099 -1.1399  0.43
H 1.3209 0.9895 -0.6066  0.47
H -3.2134 0.2644 -0.0842  0.35
H -0.7000 1.8840 2.1315  0.45
C -0.8264 -0.6625 -0.1984  -0.40
H 2.9646 1.1146 2.4508  0.51
C 0.6728 -1.0625 -0.0495  1.40
C 1.0540 0.6166 1.5816  2.05
C -1.2464 0.4854 0.6875  0.78
H 1.6015 1.7902 3.3053  0.46
O -1.8652 -1.4378 -2.0630  -0.45
C -0.3727 1.0983 1.4770  -1.20
O 0.7795 -1.7023 1.2222  -0.41
H 3.4677 0.6059 0.4413  0.36
C 1.1572 -1.9741 -1.1617  -1.78
O -1.1489 -0.4061 -1.5656  -0.03
H 1.0202 -1.5081 -2.1392  0.31
C 1.5396 0.2204 0.1472  -0.80
H 2.1074 2.5102 1.7669  0.33
C 1.9882 1.5746 2.3120  -1.94
H 2.2115 -2.2048 -1.0041  0.44
O 1.0209 -0.6559 2.2437  -0.39
O 2.9028 -0.1350 0.1323  -0.59
H -1.9153 -0.4694 -3.5158  0.54
O -1.9080 -0.1199 -4.4402  -0.14

Atoms 1-3, force components in eV/Å:
H -0.0540 0.0027 -0.0036
C -0.6614 -0.0364 -0.2634
O -0.3501 0.1046 -0.1155